DFT (the ωB97M-V functional and the def2-TZVPD basis) results for 7 unconnected molecules or ions with the total composition C5H25N2O6 in a non-equilibrium geometry.

## Properties
Gap between HOMO and LUMO = 9.758 eV
E_HOMO = -13.1 eV
LUMO level = -3.3 eV
Strongest force on any atom = 1.37 eV Å⁻¹

ORCA input file:
```
! RIJCOSX wB97M-V def2-TZVPD def2/J DEFGRID3
* xyz 1 1
N -1.97 1.59 -0.58
C -0.69 0.96 -0.35
C -0.85 -0.04 0.82
C -1.14 -1.52 0.50
C 0.17 -2.22 0.90
C 0.50 -1.45 2.17
N 0.42 -0.05 1.65
H -2.12 2.40 0.01
H -2.10 1.85 -1.55
H 0.10 1.67 -0.08
H -0.39 0.45 -1.26
H -1.64 0.38 1.43
H -1.46 -1.71 -0.51
H -1.84 -1.82 1.26
H 0.98 -2.08 0.19
H 0.09 -3.27 1.18
H -0.27 -1.55 2.93
H 1.45 -1.71 2.62
H 0.36 0.66 2.37
H 1.24 0.05 1.04
O 0.55 4.46 -2.22
H 1.49 4.28 -2.34
H 0.21 3.66 -1.80
O -2.64 4.75 -1.58
H -1.71 4.56 -1.74
H -3.10 4.36 -2.34
O 3.32 -3.38 2.33
H 2.54 -3.93 2.43
H 3.57 -3.14 3.23
O 3.08 3.99 -0.85
H 3.83 3.38 -0.92
H 2.88 4.01 0.09
O -1.97 -4.54 -0.02
H -1.40 -4.24 -0.73
H -2.78 -4.82 -0.46
O 0.14 -2.16 -2.45
H 0.22 -1.47 -3.12
H 1.04 -2.26 -2.11
*
```

***

DFT (the ωB97M-V functional and the def2-TZVPD basis) results for 2 unconnected molecules or ions with the total composition C3H7BrN in a non-equilibrium geometry.

## Properties
Gap between HOMO and LUMO (alpha / beta) = 8.770 / 8.311 eV
E_HOMO (alpha / beta) = -13.4 / -13.0 eV
LUMO level (alpha / beta) = -4.6 / -4.7 eV
Strongest force on any atom = 5.33 eV Å⁻¹

ORCA input file:
```
! RIJCOSX wB97M-V def2-TZVPD def2/J DEFGRID3
* xyz 1 1
C -0.94 -2.22 0.26
C -1.02 -0.96 0.09
C 0.97 0.40 -0.36
N 0.83 1.75 0.10
Br -2.45 0.23 -0.01
H -1.91 -2.61 0.48
H -0.20 -2.89 -0.03
H 1.41 -0.35 0.28
H 0.81 0.33 -1.51
H 1.76 2.23 0.20
H 0.46 1.72 1.00
H 0.28 2.38 -0.50
*
```

***

DFT (the ωB97M-V functional and the def2-TZVPD basis) results for a molecular structure, C3H12BrCuN6O3 in a non-equilibrium geometry.

## Properties
⟨S²⟩ = 0.75
Gap between HOMO and LUMO (alpha / beta) = 4.040 / 4.045 eV
E_HOMO (alpha / beta) = -11.1 / -11.1 eV
LUMO level (alpha / beta) = -7.0 / -7.0 eV
Strongest force on any atom = 7.01 eV Å⁻¹

ORCA input file:
```
! RIJCOSX wB97M-V def2-TZVPD def2/J DEFGRID3
* xyz 1 2
Cu 1.56 -0.52 5.34
Br 0.96 -3.64 2.16
C 3.55 2.72 0.81
O 3.22 2.27 1.94
N 3.35 2.08 -0.30
N 4.06 3.85 0.60
H 3.65 2.56 -1.14
H 2.91 1.17 -0.27
H 4.30 4.21 -0.32
H 4.42 4.33 1.42
C 0.55 -3.50 -5.38
O 1.00 -3.49 -6.53
N 1.22 -3.83 -4.31
N -0.60 -3.02 -5.14
H 2.08 -4.33 -4.52
H 0.76 -4.07 -3.44
H -1.16 -2.65 -5.90
H -1.02 -3.05 -4.22
C -3.90 1.02 3.95
O -2.93 0.76 4.52
N -5.02 1.41 4.45
N -3.99 0.82 2.67
H -5.12 1.69 5.42
H -5.82 1.59 3.85
H -4.67 1.40 2.20
H -3.37 0.22 2.14
*
```

***

DFT (the ωB97M-V functional and the def2-TZVPD basis) results for a molecular structure, C4H5HgMgO in a non-equilibrium geometry.

## Properties
⟨S²⟩ = 0.75
Gap between HOMO and LUMO (alpha / beta) = 8.073 / 6.881 eV
E_HOMO (alpha / beta) = -17.8 / -18.0 eV
LUMO level (alpha / beta) = -9.7 / -11.1 eV
Strongest force on any atom = 4.77 eV Å⁻¹

ORCA input file:
```
! RIJCOSX wB97M-V def2-TZVPD def2/J DEFGRID3
* xyz 2 2
C -1.10 1.34 -0.05
C -2.13 0.71 -0.35
H -3.07 0.23 -0.55
C -0.60 -0.41 0.39
C 0.79 -0.63 -0.15
O 1.65 0.43 -0.08
Mg 0.84 2.19 0.06
H -1.26 -1.27 0.17
H -0.58 -0.28 1.48
H 0.22 -0.80 -1.18
H 1.21 -1.54 0.32
Hg 4.03 0.02 -0.07
*
```

***

DFT (the ωB97M-V functional and the def2-TZVPD basis) results for 12 unconnected molecules or ions with the total composition C27H39Br2F3N11O6P in a non-equilibrium geometry.

## Properties
Gap between HOMO and LUMO = 10.415 eV
E_HOMO = -10.6 eV
LUMO level = -0.2 eV
Strongest force on any atom = 1.04 eV Å⁻¹

ORCA input file:
```
! RIJCOSX wB97M-V def2-TZVPD def2/J DEFGRID3
* xyz 0 1
O -6.85 0.27 1.46
C -5.77 0.53 1.05
O -4.96 -0.32 0.44
C -3.61 0.08 0.12
C -2.81 -1.12 -0.36
C -2.62 -2.30 0.59
F -3.69 -2.53 1.39
Br -2.34 -3.92 -0.49
C -1.38 -2.18 1.50
F -0.28 -2.04 0.77
F -1.24 -3.29 2.23
Br -1.52 -0.72 2.76
O -5.27 1.85 1.09
P -4.51 2.37 2.38
O -4.11 1.32 3.32
O -3.29 3.22 1.78
O -5.47 3.49 2.93
H -3.12 0.56 0.96
H -3.64 0.80 -0.70
H -1.81 -0.73 -0.58
H -3.19 -1.47 -1.32
H -2.51 2.65 1.70
H -5.27 3.63 3.87
C 0.82 2.59 0.37
C -0.37 2.08 -0.29
N -1.33 1.63 -0.73
H 1.44 1.75 0.66
H 1.39 3.24 -0.29
H 0.54 3.15 1.26
C -0.73 5.21 4.10
C 0.54 4.83 3.49
N 1.54 4.53 3.01
H -0.72 6.27 4.32
H -1.54 4.99 3.41
H -0.88 4.65 5.02
C 4.96 0.25 0.48
C 3.89 0.50 -0.48
N 3.00 0.68 -1.19
H 5.44 -0.70 0.25
H 5.71 1.03 0.46
H 4.53 0.19 1.48
C -1.91 3.03 -5.00
C -1.91 1.82 -4.19
N -1.96 0.84 -3.60
H -2.57 2.88 -5.86
H -2.29 3.87 -4.41
H -0.91 3.26 -5.35
C 6.76 0.44 4.76
C 7.11 0.44 3.34
N 7.38 0.44 2.23
H 6.82 -0.57 5.15
H 7.45 1.07 5.32
H 5.75 0.82 4.89
C 4.94 -3.85 -0.71
C 6.22 -3.14 -0.60
N 7.20 -2.55 -0.53
H 4.46 -3.59 -1.65
H 5.09 -4.92 -0.67
H 4.30 -3.55 0.12
C 5.49 2.39 8.31
C 6.81 2.00 7.83
N 7.85 1.70 7.45
H 4.80 1.56 8.20
H 5.54 2.68 9.35
H 5.12 3.23 7.72
C -2.24 -8.35 -0.38
C -2.13 -7.27 -1.35
N -2.06 -6.40 -2.10
H -1.67 -9.21 -0.73
H -1.84 -8.02 0.58
H -3.28 -8.63 -0.26
C -4.82 -1.31 -5.55
C -4.77 -0.27 -6.57
N -4.71 0.56 -7.36
H -4.28 -2.19 -5.89
H -4.36 -0.94 -4.64
H -5.86 -1.58 -5.35
C -2.23 4.37 -9.08
C -1.07 4.01 -8.27
N -0.16 3.70 -7.65
H -2.65 5.31 -8.73
H -1.93 4.48 -10.12
H -2.99 3.60 -9.00
C 0.73 -4.60 -0.12
C 1.82 -5.39 -0.68
N 2.68 -6.00 -1.13
H 1.06 -3.58 0.07
H -0.10 -4.56 -0.82
H 0.39 -5.04 0.81
*
```

***

DFT (the ωB97M-V functional and the def2-TZVPD basis) results for a molecular structure, C4H7AlO3 in a non-equilibrium geometry.

## Properties
⟨S²⟩ = 0.76
Gap between HOMO and LUMO (alpha / beta) = 10.814 / 7.314 eV
E_HOMO (alpha / beta) = -14.6 / -14.6 eV
LUMO level (alpha / beta) = -3.8 / -7.3 eV
Strongest force on any atom = 2.93 eV Å⁻¹

ORCA input file:
```
! RIJCOSX wB97M-V def2-TZVPD def2/J DEFGRID3
* xyz 1 2
H 2.59 1.41 -1.01
O 0.19 2.32 0.04
C -1.03 2.07 -0.08
C -1.47 0.73 -0.26
O -0.52 -0.17 -0.37
C -0.50 -1.38 0.43
C 0.95 -1.87 0.37
O 1.84 -0.86 0.66
Al 1.44 0.71 -0.19
H -1.78 2.87 -0.12
H -2.51 0.41 -0.17
H -1.21 -2.09 0.00
H -0.78 -1.09 1.45
H 1.12 -2.30 -0.63
H 1.01 -2.71 1.09
*
```

***

DFT (the ωB97M-V functional and the def2-TZVPD basis) results for a molecular structure, C16H29Cl2N5O7SSbSeSn in a non-equilibrium geometry.

## Properties
Gap between HOMO and LUMO = 7.130 eV
E_HOMO = -4.8 eV
LUMO level = 2.3 eV
Strongest force on any atom = 2.38 eV Å⁻¹

ORCA input file:
```
! RIJCOSX wB97M-V def2-TZVPD def2/J DEFGRID3
* xyz -1 1
Sn -0.56 -0.23 0.17
C 4.67 0.56 3.07
O 3.60 0.92 2.22
C 2.42 0.27 2.27
O 1.49 0.70 1.62
N 2.32 -0.78 3.10
N 1.18 -1.60 3.18
H 5.43 1.31 2.91
H 5.07 -0.43 2.82
H 4.37 0.58 4.13
H 3.14 -1.20 3.52
H 0.37 -1.01 3.38
H 0.99 -2.03 2.26
C 3.09 -1.30 -3.91
C 1.63 -1.67 -4.08
Sb 0.32 -0.59 -2.69
C 0.65 1.42 -3.63
C 0.57 1.58 -5.13
C -1.59 -1.03 -3.65
C -1.53 -1.54 -5.07
H 3.70 -1.81 -4.66
H 3.44 -1.60 -2.92
H 3.24 -0.23 -4.03
H 1.46 -2.72 -3.86
H 1.30 -1.45 -5.10
H 1.64 1.72 -3.28
H -0.07 2.09 -3.15
H 1.24 0.88 -5.64
H 0.85 2.59 -5.42
H -0.44 1.40 -5.48
H -2.19 -0.12 -3.59
H -2.04 -1.78 -3.00
H -1.06 -0.81 -5.73
H -2.53 -1.74 -5.46
H -0.97 -2.47 -5.12
Se 0.17 4.15 0.96
C -0.47 2.93 -0.08
N -0.90 2.08 -0.75
O 0.17 -3.04 -1.86
S -0.49 -2.99 -0.57
O -1.67 -2.04 -0.68
O 0.42 -2.31 0.43
O -0.92 -4.27 -0.09
Cl -3.59 0.25 -0.13
C -4.35 -1.22 -0.72
Cl -5.65 -1.73 0.35
H -3.58 -1.99 -0.73
H -4.78 -1.04 -1.70
N 0.46 3.54 4.32
C -0.17 2.73 5.18
O 0.01 2.76 6.38
C -1.11 1.74 4.56
C -2.05 1.12 5.38
C -2.88 0.15 4.84
C -2.74 -0.17 3.50
N -1.84 0.41 2.71
C -1.06 1.35 3.23
H 1.10 4.23 4.67
H 0.25 3.56 3.33
H -2.12 1.41 6.42
H -3.63 -0.33 5.45
H -3.37 -0.92 3.02
H -0.36 1.78 2.53
*
```

***

DFT (the ωB97M-V functional and the def2-TZVPD basis) results for 14 unconnected molecules or ions with the total composition C34H101N13O19 in a non-equilibrium geometry.

## Properties
Gap between HOMO and LUMO = 8.856 eV
E_HOMO = -8.5 eV
LUMO level = 0.3 eV
Strongest force on any atom = 3.42 eV Å⁻¹

ORCA input file:
```
! RIJCOSX wB97M-V def2-TZVPD def2/J DEFGRID3
* xyz 0 1
C -37.39 -0.96 26.46
C -36.63 -0.69 25.16
C -35.12 -0.81 25.24
O -34.60 -0.38 26.47
C -33.18 -0.62 26.52
N -37.15 -1.51 24.08
H -37.33 -0.15 27.18
H -37.05 -1.92 26.86
H -38.46 -1.06 26.24
H -36.76 0.38 24.96
H -34.62 -0.35 24.38
H -34.89 -1.89 25.13
H -32.58 -0.31 25.66
H -33.10 -1.71 26.68
H -32.79 -0.21 27.45
H -38.03 -1.93 24.35
H -36.53 -2.28 23.84
C -27.61 -0.18 24.38
C -27.76 -1.11 25.62
C -26.48 -1.55 26.28
O -25.89 -0.41 26.88
C -24.52 -0.55 27.18
N -28.64 -0.35 26.61
H -26.83 -0.48 23.67
H -27.32 0.84 24.69
H -28.51 -0.05 23.79
H -28.42 -1.87 25.20
H -25.83 -1.90 25.46
H -26.53 -2.40 26.96
H -23.94 -0.91 26.31
H -24.43 -1.18 28.06
H -24.10 0.46 27.21
H -29.17 0.35 26.10
H -27.98 0.26 27.11
C -28.47 -5.06 17.76
C -29.53 -3.98 17.62
C -29.65 -3.29 16.29
O -28.61 -2.35 16.11
C -28.22 -2.12 14.76
N -30.85 -4.50 18.01
H -27.90 -5.09 18.69
H -27.61 -4.84 17.11
H -28.79 -6.09 17.55
H -29.18 -3.22 18.33
H -30.60 -2.74 16.33
H -29.83 -3.89 15.38
H -27.39 -1.41 14.82
H -29.03 -1.58 14.24
H -27.94 -3.02 14.21
H -31.44 -3.67 18.09
H -30.74 -4.97 18.90
C -30.63 -2.08 21.81
C -32.13 -2.34 21.89
C -32.41 -3.03 23.21
O -31.70 -4.28 23.22
C -31.83 -4.91 24.48
N -32.82 -1.02 21.87
H -30.01 -2.89 22.21
H -30.31 -1.20 22.38
H -30.30 -1.82 20.80
H -32.50 -2.95 21.07
H -33.49 -3.17 23.30
H -32.08 -2.39 24.05
H -31.89 -5.98 24.25
H -32.74 -4.73 25.06
H -31.00 -4.72 25.17
H -32.14 -0.40 22.27
H -33.03 -0.64 20.95
C -34.35 -8.86 25.04
C -33.37 -9.93 25.46
C -32.34 -9.50 26.48
O -31.47 -8.49 26.09
C -30.56 -8.87 25.06
N -34.21 -11.02 26.03
H -35.06 -8.53 25.80
H -34.98 -9.21 24.21
H -33.94 -7.99 24.52
H -32.88 -10.42 24.61
H -31.85 -10.41 26.87
H -32.84 -9.20 27.40
H -29.95 -8.00 24.83
H -30.94 -9.33 24.14
H -29.87 -9.63 25.45
H -34.91 -11.31 25.37
H -33.71 -11.83 26.39
C -33.78 -8.89 20.63
C -32.62 -8.09 21.27
O -31.69 -9.01 21.79
O -33.22 -9.74 19.65
H -34.43 -8.11 20.22
H -34.30 -9.41 21.44
H -33.16 -7.55 22.05
H -32.21 -7.47 20.47
H -31.69 -9.74 21.16
H -33.90 -10.38 19.40
C -36.45 -4.90 21.74
C -36.45 -3.46 21.20
O -37.82 -3.06 21.15
O -37.37 -5.71 21.03
H -36.67 -4.88 22.81
H -35.44 -5.29 21.58
H -36.04 -3.38 20.19
H -35.92 -2.88 21.95
H -38.32 -3.88 21.07
H -37.11 -5.85 20.12
C -36.34 0.26 21.40
C -37.84 0.44 21.47
O -38.61 -0.24 20.50
O -35.70 1.28 20.57
H -36.03 -0.72 21.02
H -35.89 0.40 22.39
H -38.12 1.48 21.32
H -38.11 0.16 22.48
H -38.64 -1.16 20.81
H -34.88 0.86 20.23
C -35.44 -5.65 27.38
C -34.76 -4.31 27.72
O -33.62 -3.98 26.98
O -36.67 -5.77 28.06
H -34.68 -6.36 27.77
H -35.57 -5.75 26.31
H -34.59 -4.29 28.81
H -35.49 -3.52 27.52
H -32.77 -4.37 27.24
H -36.54 -5.48 28.97
C -32.03 3.00 21.11
C -30.62 2.45 20.92
O -30.65 1.03 21.17
O -32.15 4.21 20.31
H -32.26 3.13 22.18
H -32.74 2.25 20.74
H -29.96 2.93 21.65
H -30.26 2.53 19.90
H -30.33 0.59 20.35
H -33.08 4.45 20.35
C -27.78 -0.49 19.53
O -28.97 -0.12 19.37
N -27.15 -1.45 18.75
N -27.08 -0.06 20.65
H -27.46 -1.84 17.87
H -26.19 -1.70 18.92
H -26.31 -0.65 20.91
H -27.60 0.51 21.28
C -28.14 -5.56 21.87
O -27.15 -5.91 21.20
N -29.39 -5.42 21.32
N -28.10 -5.44 23.25
H -30.17 -5.19 21.91
H -29.60 -5.69 20.38
H -28.90 -5.02 23.69
H -27.29 -5.70 23.76
C -33.07 0.98 18.17
O -33.49 0.38 19.19
N -33.98 1.52 17.24
N -31.72 1.21 17.89
H -33.73 2.02 16.43
H -34.92 1.24 17.49
H -31.01 0.89 18.52
H -31.48 1.67 17.04
C -29.58 -5.62 27.51
O -28.87 -5.97 26.60
N -29.11 -4.73 28.45
N -30.87 -6.07 27.69
H -29.79 -4.28 29.04
H -28.15 -4.47 28.47
H -31.37 -6.09 28.56
H -31.10 -6.83 27.06
*
```

***

DFT (the ωB97M-V functional and the def2-TZVPD basis) results for 2 unconnected molecules or ions with the total composition C4H10N3 in a non-equilibrium geometry.

## Properties
Gap between HOMO and LUMO = 9.223 eV
E_HOMO = -13.1 eV
LUMO level = -3.9 eV
Strongest force on any atom = 3.71 eV Å⁻¹

ORCA input file:
```
! RIJCOSX wB97M-V def2-TZVPD def2/J DEFGRID3
* xyz 1 1
C -2.27 -0.16 0.06
C -0.06 0.71 0.17
C -0.94 -0.32 0.15
C -0.37 -1.70 0.22
N -3.40 -0.11 -0.22
N 2.79 0.03 -0.13
N -0.41 1.95 -0.07
H 0.95 0.49 0.21
H -0.95 -2.51 -0.16
H 0.11 -1.99 1.20
H 0.42 -1.78 -0.43
H -4.33 -0.09 -0.53
H 3.41 0.18 0.73
H 3.28 -0.64 -0.62
H -1.36 2.40 0.09
H 0.40 2.60 -0.04
H 2.73 0.94 -0.63
*
```

***

DFT (the ωB97M-V functional and the def2-TZVPD basis) results for a molecular structure, C21H25NO5 in a non-equilibrium geometry.

## Properties
Gap between HOMO and LUMO = 8.280 eV
E_HOMO = -8.3 eV
LUMO level = -0.1 eV
Strongest force on any atom = 18.77 eV Å⁻¹

ORCA input file:
```
! RIJCOSX wB97M-V def2-TZVPD def2/J DEFGRID3
* xyz 0 1
C -5.05 -1.51 -0.67
H -5.75 -0.93 -1.20
H -4.95 -2.41 -1.24
H -5.24 -1.64 0.28
C -3.75 -0.98 -1.16
C -2.61 -1.59 -0.43
C -2.75 -2.78 0.39
C -1.54 -3.35 0.62
O -1.61 -4.37 1.27
O -0.25 -2.86 0.49
C -0.20 -1.47 -0.18
C 1.08 -1.13 -0.43
C 1.45 -0.23 -1.13
C 0.39 0.75 -1.53
C -0.95 0.22 -1.55
C -1.31 -0.99 -0.60
O -1.93 0.80 -1.92
C -2.06 2.30 -1.64
C -2.11 2.70 -0.27
O -3.32 2.90 0.40
N -1.12 2.45 0.41
C -1.16 2.49 2.08
C -0.40 1.32 2.64
C 0.21 2.61 2.80
H 0.29 3.27 3.32
H 1.23 2.73 2.01
H -0.82 0.63 3.48
H 0.07 0.61 1.91
H -2.02 2.77 2.46
H -0.19 2.14 0.10
H -1.12 2.99 -2.14
H -2.94 2.68 -2.37
H 0.63 1.59 -2.11
O 2.63 0.35 -1.21
C 3.72 -0.16 -0.45
C 3.81 0.72 0.99
H 4.59 0.07 1.37
H 3.94 1.61 1.15
H 2.80 0.40 1.47
C 4.89 0.45 -1.13
H 5.98 -0.10 -0.54
H 4.86 -0.03 -1.98
H 4.95 1.36 -1.28
C 3.57 -1.76 -0.39
C 2.21 -1.98 0.17
H 2.52 -1.98 1.31
H 2.20 -3.21 0.10
H 3.77 -2.13 -1.41
H 4.50 -1.95 0.00
H -3.74 -3.04 0.49
H -3.62 -0.60 -2.13
H -3.79 0.24 -0.61
*
```